Entry 1:
{
  "formula": "C4H17AgNO5",
  "method": "ωB97M-V with the def2-TZVPD basis set",
  "homo_lumo_gap_ev": [4.168, 6.007],
  "e_above_lowest_kj_mol": 1853.8,
  "e_homo_ev": [-3.69, -5.76],
  "lumo_ev": [0.5, 0.2],
  "charge": 0,
  "multiplicity": 2,
  "e_tot_ha": -739.67886,
  "species": ["Ag", "O", "O", "O", "O", "O", "N", "C", "C", "C", "C", "H", "H", "H", "H", "H", "H", "H", "H", "H", "H", "H", "H", "H", "H", "H", "H", "H"],
  "positions_angstrom": [[-18.35, -21.79, -22.32], [-18.16, -21.45, -23.96], [-17.26, -20.57, -22.03], [-19.72, -20.92, -21.82], [-17.26, -23.13, -22.86], [-19.78, -22.86, -22.30], [-18.22, -22.19, -20.46], [-16.82, -22.49, -20.50], [-16.34, -22.93, -19.10], [-16.64, -23.59, -21.65], [-16.66, -23.57, -24.09], [-18.69, -22.97, -20.02], [-17.36, -23.46, -24.92], [-15.80, -22.91, -24.23], [-17.69, -20.69, -24.31], [-18.41, -21.47, -19.79], [-16.83, -22.31, -18.35], [-16.96, -24.61, -21.43], [-16.30, -21.56, -20.76], [-18.33, -21.99, -24.72], [-15.25, -22.83, -19.09], [-16.69, -23.95, -18.96], [-17.52, -19.67, -22.20], [-16.34, -20.52, -21.78], [-16.21, -24.53, -23.86], [-19.57, -23.69, -22.77], [-15.56, -23.69, -21.77], [-20.00, -20.47, -20.99]]
}

=====

Entry 2:
{
  "formula": "C4H17IrNP",
  "method": "ωB97M-V with the def2-TZVPD basis set",
  "homo_lumo_gap_ev": [5.633, 8.103],
  "e_above_lowest_kj_mol": 10.5,
  "e_homo_ev": [-8.59, -15.05],
  "lumo_ev": [-3.0, -6.9],
  "charge": 1,
  "multiplicity": 6,
  "e_tot_ha": -662.47242,
  "species": ["Ir", "P", "N", "C", "C", "C", "C", "H", "H", "H", "H", "H", "H", "H", "H", "H", "H", "H", "H", "H", "H", "H", "H", "H"],
  "positions_angstrom": [[0.09, 0.47, -1.19], [-0.01, 0.01, 0.98], [0.75, -1.18, -2.42], [-1.51, -0.35, 2.00], [1.07, -1.35, 1.64], [0.69, 1.48, 1.85], [-1.16, 0.95, -2.72], [-2.13, 0.41, -2.72], [0.47, -1.10, -3.40], [0.48, -2.13, -2.13], [0.31, 1.51, 2.88], [-1.68, -1.44, 2.06], [-1.21, 2.00, -2.55], [1.79, 1.42, 1.85], [-1.26, 0.95, -0.37], [-0.52, 0.79, -3.61], [1.77, -1.16, -2.42], [0.36, 2.36, 1.29], [-2.38, 0.13, 1.52], [1.58, 1.08, -0.89], [0.70, -2.33, 1.29], [2.11, -1.21, 1.29], [-1.38, 0.06, 3.02], [1.07, -1.35, 2.74]]
}

=====

Entry 3:
{
  "formula": "C4H17N2O2",
  "method": "ωB97M-V with the def2-TZVPD basis set",
  "homo_lumo_gap_ev": [3.441, 9.025],
  "e_above_lowest_kj_mol": 199.9,
  "e_homo_ev": [-2.91, -8.57],
  "lumo_ev": [0.5, 0.5],
  "charge": 0,
  "multiplicity": 2,
  "e_tot_ha": -422.41228,
  "species": ["O", "O", "N", "N", "C", "C", "C", "C", "H", "H", "H", "H", "H", "H", "H", "H", "H", "H", "H", "H", "H", "H", "H", "H", "H"],
  "positions_angstrom": [[-0.37, -3.47, 0.62], [1.12, 2.71, -1.72], [-0.53, -1.00, -0.97], [-0.65, 1.58, 1.12], [-2.08, 1.32, 1.47], [0.10, 0.36, 1.06], [0.60, 0.02, -0.40], [1.88, -0.72, -0.45], [1.14, 0.59, 1.46], [2.09, -1.49, 0.28], [-2.10, 1.48, 2.56], [-0.89, -1.45, -0.13], [2.75, -0.08, -0.23], [0.22, -4.18, 0.32], [-0.44, -0.48, 1.51], [-0.59, 2.20, 0.33], [-1.20, -3.96, 0.64], [2.14, -1.07, -1.48], [-1.19, -0.44, -1.59], [-2.48, 0.39, 1.13], [0.57, 1.00, -0.87], [2.03, 2.87, -1.98], [0.52, 3.24, -2.27], [-2.66, 2.20, 1.16], [0.01, -1.62, -1.58]]
}

=====

Entry 4:
{
  "formula": "C4H17N2O2",
  "method": "ωB97M-V with the def2-TZVPD basis set",
  "homo_lumo_gap_ev": 10.718,
  "e_above_lowest_kj_mol": 226.1,
  "e_homo_ev": -13.51,
  "lumo_ev": -2.8,
  "charge": 1,
  "e_tot_ha": -422.30658,
  "species": ["O", "O", "N", "N", "C", "C", "C", "C", "H", "H", "H", "H", "H", "H", "H", "H", "H", "H", "H", "H", "H", "H", "H", "H", "H"],
  "positions_angstrom": [[2.03, 1.18, -2.23], [-0.35, -0.43, -2.59], [-1.58, 0.84, 2.16], [-0.51, -0.53, -0.11], [0.29, -1.20, 0.96], [0.56, -2.63, 0.57], [-1.00, 1.72, 1.10], [-0.25, 0.97, -0.01], [1.10, -2.64, -0.44], [-1.45, -0.90, -0.13], [-1.14, 1.04, 3.04], [-0.04, -0.89, -1.04], [-0.34, 2.50, 1.51], [1.11, -0.54, 1.28], [2.20, 2.03, -2.66], [0.86, 1.15, 0.05], [2.86, 1.12, -1.73], [-2.56, 1.07, 2.22], [-0.27, -3.35, 0.75], [-0.53, 0.50, -2.37], [-0.36, 1.54, -0.93], [-0.18, -1.29, 1.94], [0.31, -0.33, -3.30], [1.11, -3.22, 1.32], [-1.86, 2.27, 0.65]]
}

=====

Entry 5:
{
  "formula": "C4H17N2O2",
  "method": "ωB97M-V with the def2-TZVPD basis set",
  "homo_lumo_gap_ev": 11.591,
  "e_above_lowest_kj_mol": 118.0,
  "e_homo_ev": -14.36,
  "lumo_ev": -2.8,
  "charge": 1,
  "e_tot_ha": -422.34778,
  "species": ["O", "O", "N", "N", "C", "C", "C", "C", "H", "H", "H", "H", "H", "H", "H", "H", "H", "H", "H", "H", "H", "H", "H", "H", "H"],
  "positions_angstrom": [[0.58, -0.09, -3.24], [0.73, -3.05, -1.90], [-0.60, -0.39, 0.97], [-1.66, 2.01, 1.38], [-0.98, 0.36, -0.27], [-1.13, 1.85, 0.02], [0.77, -0.02, 1.56], [1.72, -1.19, 1.49], [-1.81, 2.26, -0.72], [-0.35, 0.04, -1.10], [0.49, -2.87, -2.81], [-1.96, -0.03, -0.53], [1.51, 0.17, -3.19], [-1.05, 2.61, 1.93], [2.11, -1.31, 0.48], [1.28, -2.13, 1.85], [-0.23, 2.44, -0.14], [-0.64, -1.40, 0.84], [2.51, -1.06, 2.22], [-2.54, 2.50, 1.39], [-1.30, -0.08, 1.65], [0.60, -2.22, -1.43], [1.09, 0.85, 0.99], [0.28, 0.42, -4.00], [0.59, 0.32, 2.57]]
}

=====

Entry 6:
{
  "formula": "C4H17N2O5S",
  "method": "ωB97M-V with the def2-TZVPD basis set",
  "homo_lumo_gap_ev": 7.054,
  "e_above_lowest_kj_mol": 26.4,
  "e_homo_ev": -3.75,
  "lumo_ev": 3.3,
  "charge": -1,
  "e_tot_ha": -1046.57109,
  "species": ["S", "O", "O", "O", "O", "O", "N", "N", "C", "C", "C", "C", "H", "H", "H", "H", "H", "H", "H", "H", "H", "H", "H", "H", "H", "H", "H", "H", "H"],
  "positions_angstrom": [[0.76, -0.21, -2.68], [1.26, -2.88, 2.47], [-2.53, 0.08, -1.88], [-1.84, 2.80, 2.24], [1.68, -0.44, 1.21], [-0.15, -2.80, -0.92], [-0.52, -0.21, 1.52], [0.79, 2.35, 0.51], [0.64, 0.07, 0.83], [-1.85, -0.31, 0.88], [1.40, 1.04, -1.45], [0.46, 1.12, -0.27], [-0.90, -2.33, -1.30], [1.31, 2.00, -1.96], [1.50, -1.95, 2.59], [0.54, -2.14, -1.12], [-2.18, 0.58, 0.37], [-2.55, -0.43, 1.70], [-1.57, 0.18, -1.71], [0.94, 3.14, -0.09], [-0.58, 1.15, -0.55], [1.53, 2.22, 1.18], [2.40, 0.71, -1.20], [-0.97, 3.20, 2.27], [-1.84, -1.21, 0.28], [-2.44, -0.66, -2.50], [-0.47, -0.93, 2.22], [1.39, -2.99, 1.52], [-1.67, 1.99, 1.74]]
}

=====

Entry 7:
{
  "formula": "C4H17N3O3",
  "method": "ωB97M-V with the def2-TZVPD basis set",
  "homo_lumo_gap_ev": 8.757,
  "e_above_lowest_kj_mol": 395.1,
  "e_homo_ev": -8.06,
  "lumo_ev": 0.7,
  "charge": 0,
  "smiles": "NCNCCNCO.O.O",
  "e_tot_ha": -552.45013,
  "species": ["O", "O", "O", "N", "N", "N", "C", "C", "C", "C", "H", "H", "H", "H", "H", "H", "H", "H", "H", "H", "H", "H", "H", "H", "H", "H", "H"],
  "positions_angstrom": [[-0.07, 3.22, 0.30], [-2.26, -1.97, 0.23], [2.24, -3.17, 0.26], [-0.44, -0.17, -2.24], [-1.27, 1.21, 0.82], [1.03, -1.03, -0.39], [0.96, -0.67, -1.82], [1.08, 0.28, 0.44], [-0.27, 0.34, 1.34], [-1.03, 2.62, 1.19], [2.90, -2.55, -0.23], [0.05, 0.63, 2.40], [0.87, -1.61, -2.33], [-1.96, 3.11, 0.98], [-2.36, -0.98, 0.16], [-0.48, 0.82, -2.37], [0.15, -1.40, -0.22], [2.05, 0.04, 0.94], [1.45, 1.06, -0.29], [0.63, 3.70, 0.85], [-1.17, -0.87, -2.19], [-0.70, 2.69, 2.24], [-1.19, 1.29, -0.21], [-0.72, -0.76, 1.29], [2.46, -3.01, 1.19], [-2.71, -2.28, -0.43], [1.58, 0.11, -2.17]]
}

=====

Entry 8:
{
  "formula": "C4H17N5",
  "method": "ωB97M-V with the def2-TZVPD basis set",
  "homo_lumo_gap_ev": 7.729,
  "e_above_lowest_kj_mol": 252.7,
  "e_homo_ev": -6.87,
  "lumo_ev": 0.9,
  "charge": 0,
  "e_tot_ha": -436.24177,
  "species": ["N", "N", "N", "N", "N", "C", "C", "C", "C", "H", "H", "H", "H", "H", "H", "H", "H", "H", "H", "H", "H", "H", "H", "H", "H", "H"],
  "positions_angstrom": [[1.67, -1.05, 0.96], [-1.04, 0.39, -2.75], [-1.61, 0.44, -0.33], [2.83, -1.76, 1.42], [0.47, -1.07, -1.73], [1.69, 0.39, 1.21], [-1.83, -0.56, 0.68], [-1.92, 1.76, 0.14], [0.04, 0.18, -1.96], [1.85, 0.65, 2.27], [2.49, 0.85, 0.63], [-1.79, 0.28, -1.90], [0.74, 0.81, 0.88], [-0.16, -1.81, -2.01], [3.18, -1.35, 2.29], [0.87, -1.47, 1.42], [-1.70, 2.50, -0.64], [1.05, -1.23, -0.90], [-2.90, -0.69, 0.93], [-1.47, -1.53, 0.34], [-1.33, -0.32, 1.64], [-1.08, 1.35, -3.07], [-1.34, 2.05, 1.04], [3.55, -1.67, 0.72], [0.73, 0.97, -1.69], [-2.98, 1.89, 0.41]]
}